The following is a DFT calculation (ωB97M-V/def2-TZVPD) of 8 unconnected molecules or ions with the total composition C19H51BN15O10P.

Properties
**Total charge**: 0
**SMILES**: CCCCCCC[PH2](OB(O)O)c1cccnc1.NC(N)=O.NC(N)=O.NC(N)=O.NC(N)=O.NC(N)=O.NC(N)=O.NC(N)=O
**HOMO energy**: -7.929 eV
**Spin multiplicity**: 1
**Calculated total energy**: -2694.53025 a.u.
**Kohn-Sham gap**: 8.518 eV

Geometry as XYZ:
```
97
Properties=species:S:1:pos:R:3:forces:R:3
C 2.48200 -0.99351 -1.25484 -0.929 0.099 0.219
C 1.30953 0.14936 -1.42385 0.601 -0.428 -0.098
C 1.59001 1.10271 -2.73160 0.484 -0.501 0.251
C 0.64449 2.45810 -2.78701 0.389 0.070 -0.123
C -0.66999 2.35664 -1.76048 0.227 0.020 -1.023
C -1.77934 3.54173 -2.04388 0.856 0.788 0.914
C -3.34065 3.07312 -1.77510 1.196 1.884 0.202
P -3.93286 1.64039 -2.89002 -0.504 0.047 1.157
O -2.79273 1.98683 -4.15990 -1.217 -2.422 -2.791
B -3.04548 1.11999 -5.33109 0.416 0.355 -0.676
O -4.16218 1.39678 -6.29419 3.290 -1.733 1.358
O -2.14604 -0.04541 -5.61551 -2.294 2.042 2.296
C -5.27573 1.05677 -1.63283 -5.117 -1.516 2.776
C -6.87835 1.07075 -2.11508 2.070 -2.146 5.758
C -7.85830 0.48553 -0.90887 1.903 0.177 -0.250
C -7.37897 -0.02853 0.55768 2.365 1.600 -3.560
N -5.93650 0.01568 0.93028 -1.813 1.425 -5.040
C -5.00503 0.50544 -0.12484 -1.723 0.298 -1.056
H 2.74454 -1.51088 -2.28258 -0.420 1.177 2.104
H 3.41706 -0.51358 -0.73264 -1.684 -1.104 -1.183
H 2.03727 -1.83134 -0.55513 1.150 1.626 -1.396
H 1.31115 0.80082 -0.43651 -0.171 -1.351 -2.061
H 0.28686 -0.43652 -1.51914 1.954 1.443 0.191
H 1.49220 0.42918 -3.70947 -0.003 1.488 2.053
H 2.74405 1.40298 -2.68452 -2.487 -0.515 -0.102
H 0.30427 2.64752 -3.91103 0.460 -0.456 2.489
H 1.35497 3.36931 -2.51565 -1.717 -1.759 -0.354
H -0.28071 2.38738 -0.63254 -1.050 -0.120 -2.550
H -1.16445 1.31504 -1.99402 0.977 1.926 0.665
H -1.54294 4.40024 -1.24882 -0.746 -2.131 -1.972
H -1.63122 4.07139 -3.10284 -0.452 -1.546 2.210
H -4.00717 4.03020 -2.02035 1.190 -2.189 0.417
H -3.46680 2.88994 -0.61882 0.037 -0.067 -2.495
H -3.32385 0.31538 -2.74248 -0.334 0.971 -0.042
H -5.01068 1.86002 -3.86415 0.744 -0.178 0.954
H -4.06384 0.72929 -7.03521 -0.225 1.062 1.295
H -1.93100 -0.40955 -4.70600 0.076 0.680 -1.588
H -7.24151 1.40780 -3.17457 0.677 -0.731 2.341
H -9.02113 0.41391 -1.14882 2.752 0.175 0.639
H -8.19718 -0.43704 1.32214 2.130 1.142 -1.788
H -3.85042 0.49447 0.18724 -2.857 -0.027 -0.559
C 5.59379 -2.92976 -1.10964 0.752 -0.286 0.240
O 4.44837 -3.33223 -1.23961 -0.820 -0.311 -0.178
N 6.49091 -3.53472 -0.31046 0.180 -0.979 0.414
N 6.06112 -1.84526 -1.75392 -0.068 1.095 -0.991
H 7.43837 -3.21827 -0.19046 0.078 0.189 0.092
H 6.17972 -4.35517 0.19309 0.078 0.408 -0.152
H 5.41782 -1.36036 -2.36573 0.244 -0.160 0.283
H 7.00085 -1.49864 -1.65971 -0.106 -0.117 0.143
C 4.47102 -1.94034 2.47499 -0.345 -0.175 -0.295
O 5.63310 -1.64008 2.25074 0.671 0.193 -0.005
N 3.67062 -2.49363 1.54617 -0.094 -0.311 -0.785
N 3.88707 -1.74461 3.67095 0.235 0.317 0.948
H 2.71134 -2.74768 1.71189 0.137 -0.083 -0.122
H 4.07118 -2.65793 0.63179 -0.443 -0.162 0.098
H 4.45492 -1.33019 4.39832 -0.466 -0.175 -0.160
H 2.93170 -1.98526 3.87462 0.225 0.079 -0.076
C 3.11812 -1.42357 6.99067 0.469 0.225 -0.342
O 3.91923 -0.95945 6.19463 -0.009 0.215 0.510
N 2.10456 -0.70441 7.50543 -0.917 1.140 0.267
N 3.17745 -2.69561 7.42429 0.450 -1.371 0.166
H 1.43499 -1.06893 8.16196 0.145 0.063 -0.145
H 2.02380 0.25831 7.20510 0.010 -0.373 0.129
H 3.92569 -3.27143 7.06120 -0.295 0.187 0.133
H 2.52709 -3.09569 8.07934 0.125 0.090 -0.144
C 10.45434 -2.71263 0.55095 -0.383 0.091 -0.010
O 9.45192 -2.48058 -0.10644 -0.279 -0.012 -0.280
N 10.46382 -2.68823 1.89586 -0.472 0.114 1.221
N 11.63905 -3.01336 -0.01088 0.999 -0.255 -1.069
H 11.27912 -2.87648 2.45450 -0.166 0.041 -0.139
H 9.59208 -2.46593 2.35867 0.264 -0.044 -0.120
H 11.67533 -3.04232 -1.02139 0.019 0.000 0.401
H 12.47531 -3.20741 0.51366 -0.187 0.052 -0.095
C -2.50074 7.24288 -1.23561 0.183 -0.531 0.254
O -2.21649 6.14061 -0.79395 -0.175 0.425 0.260
N -3.76299 7.60719 -1.52456 -1.481 -0.062 -0.172
N -1.57706 8.19164 -1.47289 1.293 0.684 -0.094
H -4.01672 8.51002 -1.88888 0.061 -0.192 0.067
H -4.48914 6.92211 -1.36050 0.258 0.302 -0.063
H -0.61419 7.95812 -1.26885 -0.367 0.117 -0.093
H -1.79172 9.10487 -1.83627 0.038 -0.197 0.067
C 0.62167 -4.75953 -0.72331 0.604 0.190 0.403
O 1.19500 -4.41565 0.29840 -0.051 0.096 0.224
N 1.27884 -5.10132 -1.84616 0.999 -0.325 -0.842
N -0.71854 -4.82729 -0.81759 -1.607 0.073 0.370
H 0.82439 -5.38706 -2.69706 0.069 0.083 0.201
H 2.28946 -5.06392 -1.81786 -0.211 0.147 -0.015
H -1.25122 -4.57818 0.00549 0.183 -0.096 -0.356
H -1.20865 -5.10812 -1.65008 0.115 0.062 0.169
C -9.78948 0.24202 3.71536 0.125 -0.127 -0.386
O -9.71475 -0.04471 2.53085 -0.213 -0.088 -0.092
N -8.78416 0.02216 4.58166 1.221 -0.432 0.478
N -10.88390 0.80335 4.26013 -1.350 0.564 0.087
H -8.82694 0.25137 5.56036 0.003 -0.035 -0.217
H -7.94174 -0.39913 4.21235 -0.254 0.187 0.167
H -11.66388 0.98569 3.64234 0.293 -0.056 0.268
H -10.96420 1.04650 5.23304 0.036 -0.052 -0.207
```
Positions in Å, forces in eV/Å.

Now the Löwdin charges, all in e:
1 C -0.157
2 C -0.279
3 C -0.229
4 C -0.202
5 C -0.209
6 C -0.251
7 C -0.262
8 P 0.797
9 O -0.258
10 B -0.592
11 O 0.040
12 O 0.041
13 C -0.304
14 C -0.041
15 C -0.062
16 C -0.104
17 N -0.046
18 C -0.139
19 H 0.081
20 H 0.085
21 H 0.064
22 H 0.111
23 H 0.104
24 H 0.112
25 H 0.111
26 H 0.110
27 H 0.109
28 H 0.120
29 H 0.082
30 H 0.087
31 H 0.122
32 H 0.108
33 H 0.102
34 H 0.062
35 H 0.059
36 H 0.109
37 H 0.099
38 H 0.076
39 H 0.079
40 H 0.077
41 H 0.102
42 C -0.719
43 O -0.021
44 N 0.180
45 N 0.176
46 H 0.059
47 H 0.117
48 H 0.101
49 H 0.100
50 C -0.717
51 O -0.001
52 N 0.175
53 N 0.144
54 H 0.085
55 H 0.047
56 H 0.066
57 H 0.094
58 C -0.698
59 O 0.010
60 N 0.154
61 N 0.157
62 H 0.098
63 H 0.115
64 H 0.117
65 H 0.098
66 C -0.703
67 O 0.014
68 N 0.160
69 N 0.151
70 H 0.100
71 H 0.120
72 H 0.113
73 H 0.099
74 C -0.694
75 O 0.004
76 N 0.155
77 N 0.154
78 H 0.099
79 H 0.112
80 H 0.115
81 H 0.098
82 C -0.719
83 O 0.013
84 N 0.163
85 N 0.147
86 H 0.096
87 H 0.104
88 H 0.110
89 H 0.095
90 C -0.700
91 O 0.000
92 N 0.159
93 N 0.152
94 H 0.100
95 H 0.116
96 H 0.114
97 H 0.099